ORCA calculation (the ωB97M-V functional and the def2-TZVPD basis) on a structure of composition C23H27FeO2S.

```
54
Properties=species:S:1:pos:R:3:lowdin_spin:R:1
C -5.9350 -1.9539 2.7210 0.001
O -5.3876 -0.6253 2.7305 0.016
C -4.0480 -0.4625 2.6674 0.040
C -3.5904 0.8786 2.6951 -0.007
C -2.2253 1.1154 2.6555 0.036
C -1.2984 0.0518 2.4611 0.034
C 0.1895 0.3874 2.5186 0.327
C 1.0754 -0.0547 1.3225 0.076
S 2.7563 -0.0599 1.9445 0.023
C 2.8981 -0.8672 3.5633 0.006
C 3.5328 -1.3476 0.8805 0.011
O 0.5854 1.0869 3.4528 0.304
C -1.7862 -1.2702 2.5405 0.052
C -3.1435 -1.5371 2.6106 -0.002
H -7.0106 -1.8099 2.7265 0.000
H -5.6326 -2.4970 1.8251 0.000
H -5.6220 -2.5028 3.6099 0.000
H -4.3061 1.7061 2.7586 -0.001
H -1.8419 2.1418 2.7633 0.000
H 0.7246 -1.0742 0.9540 0.013
H 3.9689 -0.7235 3.7819 0.001
H 2.3271 -0.3228 4.3171 0.001
H 2.6658 -1.9403 3.5857 0.002
H 4.6216 -1.2102 0.9452 0.002
H 3.2203 -2.3589 1.2033 0.002
H 3.2262 -1.1614 -0.1659 0.007
H -1.0486 -2.0724 2.5713 0.004
H -3.4934 -2.5576 2.6248 -0.001
C 1.4913 2.1301 0.1632 0.010
C 1.1275 0.7292 -0.2355 0.066
C 1.7535 0.3294 -1.5572 0.024
C 1.5141 -0.9737 -2.0952 0.074
C 2.1266 -1.0152 -3.4223 0.041
C 2.7669 0.2454 -3.6632 0.018
C 2.5867 1.0841 -2.4628 0.082
Fe 0.8825 0.4941 -3.2850 1.787
C -0.2279 2.1011 -3.2499 0.241
C -0.9796 0.8949 -2.9003 0.037
C -0.8533 -0.0489 -4.0029 0.303
C -0.0262 0.5765 -5.0370 0.074
C 0.3575 1.9048 -4.5669 0.203
H 1.1284 2.3602 1.1938 0.002
H 2.6084 2.3007 0.0619 0.002
H 0.9695 2.8469 -0.4855 0.002
H 0.0289 0.5251 -0.2685 0.003
H 1.0200 -1.7768 -1.5358 0.008
H 2.1344 -1.8861 -4.0597 0.007
H 3.3157 0.5088 -4.5556 0.006
H 3.0064 2.0791 -2.3200 0.009
H -0.2015 3.0188 -2.6700 0.014
H -1.6098 0.7727 -2.0280 0.002
H -1.3810 -0.9987 -4.0926 0.017
H 0.1504 0.1778 -6.0406 0.008
H 0.8885 2.6611 -5.1490 0.014
```

multiplicity = 5
maximum force = 4.37 eV/Å
HOMO-LUMO gap (spin up / spin down) = 0.09245 / 0.12553 hartree
highest occupied orbital energy (spin up / spin down) = -0.20 / -2.71 eV
total charge = -1